Entry i
Formula: C4H12
Source: the Open Molecules 2025 dataset
Level of theory: ωB97M-V/def2-TZVPD

Computed properties:
Total charge: 0
SMILES string: CC.CC
Multiplicity: 1
Kohn-Sham gap: 12.48 eV

Each atom is followed by the atoms it is bonded to, with distances in Å.
CARTESIAN COORDINATES (ANGSTROEM)
1 C 1.696 0.865 -1.421  C2 1.591, H3 1.004, H4 1.056, H5 1.064
2 C 0.300 1.625 -1.342  C1 1.591, H6 1.150, H7 1.116, H8 1.046
3 H 2.132 0.725 -2.314  C1 1.004
4 H 2.474 1.187 -0.784  C1 1.056
5 H 1.712 -0.142 -1.081  C1 1.064
6 H 0.181 2.464 -0.564  C2 1.150
7 H -0.632 1.013 -1.322  C2 1.116
8 H -0.054 2.058 -2.225  C2 1.046
9 C -1.617 -0.768 1.243  C10 1.614, H11 1.036, H12 1.156, H13 1.057
10 C -0.327 -1.642 1.661  C9 1.614, H14 1.044, H15 1.107, H16 1.211
11 H -2.149 -0.339 2.022  C9 1.036
12 H -1.286 0.023 0.468  C9 1.156
13 H -2.239 -1.435 0.710  C9 1.057
14 H -0.328 -1.861 2.682  C10 1.044
15 H 0.532 -1.094 1.229  C10 1.107
16 H -0.396 -2.679 1.039  C10 1.211


Entry ii
Formula: C4H12
Source: the Open Molecules 2025 dataset
Level of theory: ωB97M-V/def2-TZVPD

Computed properties:
Total charge: 0
SMILES string: CC.CC
Multiplicity: 1
Kohn-Sham gap: 12.58 eV

Each atom is followed by the atoms it is bonded to, with distances in Å.
CARTESIAN COORDINATES (ANGSTROEM)
1 C 1.434 -1.023 -0.727  C2 1.676, H3 1.088, H4 1.098, H5 1.052
2 C 1.867 -0.044 -2.016  C1 1.676, H6 1.039, H7 1.003, H8 1.072
3 H 2.263 -1.317 -0.086  C1 1.088
4 H 0.696 -0.495 -0.107  C1 1.098
5 H 0.844 -1.865 -0.950  C1 1.052
6 H 2.071 0.923 -1.693  C2 1.039
7 H 2.514 -0.580 -2.563  C2 1.003
8 H 1.067 0.121 -2.709  C2 1.072
9 C -1.812 -0.189 1.189  C10 1.538, H11 1.030, H12 1.095, H13 1.064
10 C -1.383 1.252 1.515  C9 1.538, H14 1.127, H15 1.073, H16 1.119
11 H -1.217 -0.729 0.545  C9 1.030
12 H -1.672 -0.806 2.083  C9 1.095
13 H -2.784 -0.078 0.771  C9 1.064
14 H -2.276 1.864 1.827  C10 1.127
15 H -1.011 1.683 0.606  C10 1.073
16 H -0.602 1.282 2.315  C10 1.119


Entry iii
Formula: C4H12
Source: the Open Molecules 2025 dataset
Level of theory: ωB97M-V/def2-TZVPD

Computed properties:
Total charge: 0
SMILES string: CC.CC
Multiplicity: 1
Kohn-Sham gap: 12.49 eV

Each atom is followed by the atoms it is bonded to, with distances in Å.
CARTESIAN COORDINATES (ANGSTROEM)
1 C 0.891 -0.107 -1.474  C2 1.529, H3 1.097, H4 1.103, H5 1.086
2 C -0.212 -0.295 -2.515  C1 1.529, H6 1.091, H7 1.084, H8 1.095
3 H 1.361 -1.061 -1.205  C1 1.097
4 H 1.821 0.290 -1.917  C1 1.103
5 H 0.634 0.421 -0.560  C1 1.086
6 H -1.128 0.216 -2.214  C2 1.091
7 H 0.120 0.211 -3.415  C2 1.084
8 H -0.631 -1.307 -2.532  C2 1.095
9 C -0.554 -0.499 2.193  C10 1.528, H11 1.088, H12 1.080, H13 1.103
10 C -0.120 0.899 1.755  C9 1.528, H14 1.075, H15 1.097, H16 1.092
11 H -1.460 -0.683 1.620  C9 1.088
12 H 0.150 -1.316 2.136  C9 1.080
13 H -0.770 -0.571 3.272  C9 1.103
14 H -0.395 1.110 0.737  C10 1.075
15 H 0.925 1.122 2.003  C10 1.097
16 H -0.604 1.583 2.455  C10 1.092


Entry iv
Formula: C4H12
Source: the Open Molecules 2025 dataset
Level of theory: ωB97M-V/def2-TZVPD

Computed properties:
Total charge: 0
SMILES string: CC.CC
Multiplicity: 1
Kohn-Sham gap: 12.72 eV

Each atom is followed by the atoms it is bonded to, with distances in Å.
CARTESIAN COORDINATES (ANGSTROEM)
1 C -0.604 -1.643 2.471  C2 1.546, H3 1.094, H4 1.089, H5 1.095
2 C 0.283 -1.085 1.333  C1 1.546, H6 1.090, H7 1.080, H8 1.087
3 H -0.132 -2.009 3.387  C1 1.094
4 H -1.402 -0.962 2.763  C1 1.089
5 H -1.131 -2.541 2.133  C1 1.095
6 H 0.264 -1.883 0.591  C2 1.090
7 H -0.152 -0.172 0.956  C2 1.080
8 H 1.308 -0.882 1.631  C2 1.087
9 C -0.381 1.536 -2.380  C10 1.532, H11 1.094, H12 1.087, H13 1.087
10 C 0.782 1.260 -1.423  C9 1.532, H14 1.085, H15 1.088, H16 1.091
11 H -0.766 2.554 -2.265  C9 1.094
12 H -0.075 1.471 -3.421  C9 1.087
13 H -1.252 0.903 -2.229  C9 1.087
14 H 1.576 0.755 -1.963  C10 1.085
15 H 0.515 0.540 -0.651  C10 1.088
16 H 1.166 2.157 -0.934  C10 1.091


Which is the most stable structure? entry iv is the most stable.


Entry i
Formula: C4H12
Source: the Open Molecules 2025 dataset
Level of theory: ωB97M-V/def2-TZVPD

Computed properties:
Total charge: 0
SMILES string: CC.CC
Multiplicity: 1
Kohn-Sham gap: 12.42 eV

Each atom is followed by the atoms it is bonded to, with distances in Å.
CARTESIAN COORDINATES (ANGSTROEM)
1 C -0.135 -2.311 -1.029  C2 1.472, H3 1.025, H4 1.137, H5 1.101
2 C 0.888 -1.957 -0.032  C1 1.472, H6 1.054, H7 1.150, H8 1.215
3 H 0.309 -2.770 -1.831  C1 1.025
4 H -0.865 -3.064 -0.591  C1 1.137
5 H -0.498 -1.370 -1.469  C1 1.101
6 H 0.639 -1.154 0.604  C2 1.054
7 H 1.962 -1.612 -0.257  C2 1.150
8 H 1.150 -2.912 0.671  C2 1.215
9 C -1.162 2.422 0.640  C10 1.572, H11 1.194, H12 1.064, H13 1.047
10 C 0.288 1.879 0.373  C9 1.572, H14 1.020, H15 1.117, H16 1.099
11 H -1.811 2.502 -0.359  C9 1.194
12 H -1.653 1.738 1.290  C9 1.064
13 H -1.077 3.365 1.086  C9 1.047
14 H 0.247 0.860 0.394  C10 1.020
15 H 0.729 2.129 -0.623  C10 1.117
16 H 0.990 2.254 1.131  C10 1.099


Entry ii
Formula: C4H12
Source: the Open Molecules 2025 dataset
Level of theory: ωB97M-V/def2-TZVPD

Computed properties:
Total charge: 0
SMILES string: CC.CC
Multiplicity: 1
Kohn-Sham gap: 12.42 eV

Each atom is followed by the atoms it is bonded to, with distances in Å.
CARTESIAN COORDINATES (ANGSTROEM)
1 C -1.832 2.169 -0.040  C2 1.510, H3 1.091, H4 1.109, H5 1.086
2 C -2.083 0.807 -0.642  C1 1.510, H6 1.095, H7 1.092, H8 1.088
3 H -2.717 2.608 0.423  C1 1.091
4 H -1.232 2.082 0.889  C1 1.109
5 H -1.245 2.902 -0.585  C1 1.086
6 H -2.185 0.831 -1.732  C2 1.095
7 H -3.031 0.413 -0.269  C2 1.092
8 H -1.336 0.040 -0.455  C2 1.088
9 C 1.925 -1.672 -0.458  C10 1.518, H11 1.092, H12 1.107, H13 1.082
10 C 1.941 -1.302 1.014  C9 1.518, H14 1.097, H15 1.090, H16 1.095
11 H 2.496 -0.972 -1.071  C9 1.092
12 H 2.624 -2.525 -0.545  C9 1.107
13 H 0.932 -1.896 -0.824  C9 1.082
14 H 1.770 -0.219 1.046  C10 1.097
15 H 2.809 -1.457 1.655  C10 1.090
16 H 1.165 -1.811 1.595  C10 1.095


Entry iii
Formula: C4H12
Source: the Open Molecules 2025 dataset
Level of theory: ωB97M-V/def2-TZVPD

Computed properties:
Total charge: 0
SMILES string: CC.CC
Multiplicity: 1
Kohn-Sham gap: 12.49 eV

Each atom is followed by the atoms it is bonded to, with distances in Å.
CARTESIAN COORDINATES (ANGSTROEM)
1 C -2.404 0.651 0.000  C2 1.500, H3 1.182, H4 1.104, H5 1.106
2 C -1.516 1.860 -0.031  C1 1.500, H6 1.084, H7 1.104, H8 1.081
3 H -3.124 0.626 0.937  C1 1.182
4 H -3.221 0.519 -0.730  C1 1.104
5 H -1.861 -0.312 0.022  C1 1.106
6 H -1.969 2.566 -0.716  C2 1.084
7 H -1.518 2.230 1.009  C2 1.104
8 H -0.537 1.703 -0.463  C2 1.081
9 C 1.860 -1.991 -0.256  C10 1.561, H11 1.106, H12 1.095, H13 1.111
10 C 2.083 -0.527 0.236  C9 1.561, H14 1.120, H15 1.085, H16 1.124
11 H 2.501 -2.275 -1.112  C9 1.106
12 H 2.096 -2.543 0.661  C9 1.095
13 H 0.810 -2.245 -0.511  C9 1.111
14 H 2.731 -0.615 1.145  C10 1.120
15 H 2.548 0.232 -0.384  C10 1.085
16 H 1.269 0.111 0.679  C10 1.124


Entry iv
Formula: C4H12
Source: the Open Molecules 2025 dataset
Level of theory: ωB97M-V/def2-TZVPD

Computed properties:
Total charge: 0
SMILES string: CC.CC
Multiplicity: 1
Kohn-Sham gap: 12.04 eV

Each atom is followed by the atoms it is bonded to, with distances in Å.
CARTESIAN COORDINATES (ANGSTROEM)
1 C 2.084 -1.345 -0.007  C2 1.517, H3 1.045, H4 1.136, H5 1.097
2 C 2.660 -0.265 -0.903  C1 1.517, H6 1.100, H7 1.172, H8 0.999
3 H 2.089 -1.074 1.003  C1 1.045
4 H 1.098 -1.737 -0.413  C1 1.136
5 H 2.864 -2.089 -0.212  C1 1.097
6 H 3.658 0.091 -0.607  C2 1.100
7 H 2.113 0.741 -0.655  C2 1.172
8 H 2.420 -0.360 -1.868  C2 0.999
9 C -2.229 1.438 0.750  C10 1.507, H11 1.119, H12 1.121, H13 1.079
10 C -2.488 0.073 0.165  C9 1.507, H14 1.036, H15 1.065, H16 1.132
11 H -2.563 2.322 0.152  C9 1.119
12 H -2.905 1.753 1.587  C9 1.121
13 H -1.245 1.873 0.839  C9 1.079
14 H -2.769 -0.519 0.967  C10 1.036
15 H -3.331 -0.004 -0.482  C10 1.065
16 H -1.594 -0.399 -0.345  C10 1.132


Which is the most stable structure? entry ii is the most stable.


Entry i
Formula: C2H4ClFO
Source: the Open Molecules 2025 dataset
Level of theory: ωB97M-V/def2-TZVPD

Computed properties:
Total charge: 0
SMILES string: OC[C@H](F)Cl
Multiplicity: 1
Kohn-Sham gap: 11.60 eV

Each atom is followed by the atoms it is bonded to, with distances in Å.
CARTESIAN COORDINATES (ANGSTROEM)
1 C -0.460 0.334 -0.431  C2 1.521, H4 0.982, H5 0.988, O7 1.584
2 C 0.754 0.208 0.477  C1 1.521, H6 1.083, F8 1.440, Cl9 1.763
3 H -1.342 -1.650 -0.253  O7 1.025
4 H -0.344 0.078 -1.373  C1 0.982
5 H -1.031 1.096 -0.167  C1 0.988
6 H 0.414 0.333 1.497  C2 1.083
7 O -1.364 -0.765 0.264  C1 1.584, H3 1.025
8 F 1.457 1.381 0.026  C2 1.440
9 Cl 1.913 -1.016 -0.039  C2 1.763


Entry ii
Formula: C2H4ClFO
Source: the Open Molecules 2025 dataset
Level of theory: ωB97M-V/def2-TZVPD

Computed properties:
Total charge: 0
SMILES string: CO[C@@H](F)Cl
Multiplicity: 1
Kohn-Sham gap: 11.49 eV

Each atom is followed by the atoms it is bonded to, with distances in Å.
CARTESIAN COORDINATES (ANGSTROEM)
1 C -1.047 0.247 -0.728  O3 1.462, H6 1.081, H7 1.116, H8 1.170
2 C 1.018 -0.263 0.632  O3 1.579, F4 1.315, Cl5 1.736, H9 1.140
3 O 0.025 0.832 0.075  C1 1.462, C2 1.579
4 F 1.515 -0.814 -0.454  C2 1.315
5 Cl 2.087 0.716 1.587  C2 1.736
6 H -1.849 0.971 -0.685  C1 1.081
7 H -1.475 -0.568 -0.097  C1 1.116
8 H -0.700 -0.253 -1.727  C1 1.170
9 H 0.427 -0.867 1.397  C2 1.140


Entry iii
Formula: C2H4ClFO
Source: the Open Molecules 2025 dataset
Level of theory: ωB97M-V/def2-TZVPD

Computed properties:
Total charge: 0
SMILES string: OC[C@H](F)Cl
Multiplicity: 1
Kohn-Sham gap: 11.49 eV

Each atom is followed by the atoms it is bonded to, with distances in Å.
CARTESIAN COORDINATES (ANGSTROEM)
1 C -0.619 0.105 -0.362  C2 1.614, H4 1.128, H5 1.203, O7 1.394
2 C 0.794 0.382 0.366  C1 1.614, H6 1.057, F8 1.430, Cl9 1.843
3 H -0.782 -1.723 0.404  O7 0.977
4 H -0.268 0.030 -1.432  C1 1.128
5 H -1.366 1.037 -0.214  C1 1.203
6 H 0.696 0.493 1.412  C2 1.057
7 O -1.349 -1.002 0.068  C1 1.394, H3 0.977
8 F 1.030 1.710 -0.112  C2 1.430
9 Cl 1.865 -1.032 -0.130  C2 1.843


Which is the most stable structure? entry iii is the most stable.


Entry i
Formula: C4H11N2
Source: the Open Molecules 2025 dataset
Level of theory: ωB97M-V/def2-TZVPD

Computed properties:
Total charge: +1
Multiplicity: 1
Kohn-Sham gap: 9.79 eV

Each atom is followed by the atoms it is bonded to, with distances in Å.
CARTESIAN COORDINATES (ANGSTROEM)
1 C 0.767 -1.733 -0.065  C2 1.500, H7 1.112, H8 1.110
2 C 1.379 -0.379 0.141  C1 1.500, N6 1.550, H9 1.119, H10 1.115
3 C -0.874 -0.416 -0.446  N5 1.427, N6 1.552, H11 1.099
4 C 0.150 1.975 -0.137  N6 1.505, H12 1.180, H13 1.043, H14 1.051
5 N -2.049 -0.784 0.275  C3 1.427, H15 0.992, H16 0.982
6 N 0.129 0.527 0.272  C2 1.550, C3 1.552, C4 1.505, H17 1.056
7 H 1.216 -2.224 -0.956  C1 1.112
8 H 0.581 -2.094 0.968  C1 1.110
9 H 1.880 -0.380 1.142  C2 1.119
10 H 1.845 0.032 -0.785  C2 1.115
11 H -1.035 -0.388 -1.532  C3 1.099
12 H 0.524 2.108 -1.248  C4 1.180
13 H -0.809 2.357 0.015  C4 1.043
14 H 0.732 2.542 0.529  C4 1.051
15 H -2.078 -1.570 0.881  N5 0.992
16 H -2.726 -0.896 -0.428  N5 0.982
17 H -0.008 0.690 1.306  N6 1.056


Entry ii
Formula: C4H11N2
Source: the Open Molecules 2025 dataset
Level of theory: ωB97M-V/def2-TZVPD

Computed properties:
Total charge: +1
SMILES string: C[C@@]1([NH3+])C[C@@H]1N
Multiplicity: 1
Kohn-Sham gap: 10.24 eV

Each atom is followed by the atoms it is bonded to, with distances in Å.
CARTESIAN COORDINATES (ANGSTROEM)
1 C -0.203 -0.512 1.565  C2 1.490, C3 1.878, H7 1.062, H8 1.094
2 C -1.058 -0.241 0.375  C1 1.490, C3 1.599, N6 1.482, H9 1.063
3 C 0.381 0.346 0.000  C1 1.878, C2 1.599, C4 1.477, N5 1.456
4 C 0.704 1.785 0.086  C3 1.477, H10 1.151, H11 1.209, H12 1.112
5 N 0.872 -0.434 -1.128  C3 1.456, H13 1.069, H14 0.989, H17 1.212
6 N -1.297 -1.406 -0.508  C2 1.482, H15 0.998, H16 1.027
7 H -0.104 0.194 2.351  C1 1.062
8 H 0.300 -1.474 1.704  C1 1.094
9 H -1.799 0.495 0.572  C2 1.063
10 H 0.430 2.380 1.031  C4 1.151
11 H 0.222 2.414 -0.827  C4 1.209
12 H 1.803 1.754 -0.087  C4 1.112
13 H 0.925 0.307 -1.897  N5 1.069
14 H 1.717 -0.895 -0.900  N5 0.989
15 H -2.218 -1.333 -0.883  N6 0.998
16 H -1.136 -2.262 0.035  N6 1.027
17 H -0.025 -1.242 -1.031  N5 1.212


Which is the most stable structure? entry ii is the most stable.


Entry i
Formula: C4H11N2
Source: the Open Molecules 2025 dataset
Level of theory: ωB97M-V/def2-TZVPD

Computed properties:
Total charge: +1
Multiplicity: 1
Kohn-Sham gap (alpha / beta): 6.80 / 8.62 eV

Each atom is followed by the atoms it is bonded to, with distances in Å.
CARTESIAN COORDINATES (ANGSTROEM)
1 C 0.277 -1.546 0.383  C2 1.395, N6 1.286
2 C -0.013 -1.369 1.736  C1 1.395, H7 1.067, H8 1.100, H9 1.116
3 C -0.363 1.303 -2.001  N5 1.426, H10 1.099, H11 1.111, H12 1.157
4 C 0.082 1.992 0.306  N5 1.382, H13 1.140, H14 1.131, H15 1.076
5 N 0.246 1.092 -0.729  C3 1.426, C4 1.382
6 N 0.364 -2.670 -0.236  C1 1.286, H16 0.999, H17 1.037
7 H 0.695 -0.664 2.110  C2 1.067
8 H 0.020 -2.209 2.445  C2 1.100
9 H -0.917 -0.722 1.838  C2 1.116
10 H -0.186 0.532 -2.764  C3 1.099
11 H -1.379 1.658 -1.722  C3 1.111
12 H 0.025 2.256 -2.530  C3 1.157
13 H -1.021 2.218 0.483  C4 1.140
14 H 0.554 1.597 1.256  C4 1.131
15 H 0.577 2.943 0.219  C4 1.076
16 H 0.253 -3.472 0.350  N6 0.999
17 H 0.787 -2.939 -1.144  N6 1.037


Entry ii
Formula: C4H11N2
Source: the Open Molecules 2025 dataset
Level of theory: ωB97M-V/def2-TZVPD

Computed properties:
Total charge: +1
SMILES string: C=C([NH3+])CCN
Multiplicity: 1
Kohn-Sham gap: 9.40 eV

Each atom is followed by the atoms it is bonded to, with distances in Å.
CARTESIAN COORDINATES (ANGSTROEM)
1 C 0.665 -1.370 0.595  C2 1.542, N6 1.480, H7 1.088, H8 1.090
2 C 0.816 -0.096 -0.260  C1 1.542, C3 1.462, H9 1.098, H10 1.100
3 C -0.422 0.660 -0.441  C2 1.462, C4 1.313, N5 1.591
4 C -1.372 1.042 0.382  C3 1.313, H11 1.088, H12 1.101
5 N -0.826 1.109 -1.913  C3 1.591, H13 1.018, H14 1.018, H15 1.017
6 N 0.883 -1.054 2.025  C1 1.480, H16 1.017, H17 1.017
7 H -0.355 -1.740 0.536  C1 1.088
8 H 1.315 -2.185 0.274  C1 1.090
9 H 1.321 -0.345 -1.203  C2 1.098
10 H 1.678 0.472 0.120  C2 1.100
11 H -1.381 0.802 1.443  C4 1.088
12 H -2.151 1.815 0.298  C4 1.101
13 H -1.328 1.994 -1.866  N5 1.018
14 H -1.550 0.435 -2.151  N5 1.018
15 H -0.006 1.131 -2.513  N5 1.017
16 H 0.875 -1.942 2.519  N6 1.017
17 H 1.838 -0.728 2.155  N6 1.017


Entry iii
Formula: C4H11N2
Source: the Open Molecules 2025 dataset
Level of theory: ωB97M-V/def2-TZVPD

Computed properties:
Total charge: +1
Multiplicity: 1
Kohn-Sham gap: 8.19 eV

Each atom is followed by the atoms it is bonded to, with distances in Å.
CARTESIAN COORDINATES (ANGSTROEM)
1 C -0.954 -0.927 1.885  C2 1.533, H7 1.092, H8 1.082, H9 1.082
2 C -1.394 -0.601 0.453  C1 1.533, C3 1.516, H10 1.093, H11 1.087
3 C -0.199 -0.495 -0.473  C2 1.516, C4 1.445, N6 1.271
4 C -0.108 0.649 -1.352  C3 1.445, N5 1.311, H12 1.088
5 N 0.885 0.793 -2.195  C4 1.311, H13 1.019, H15 1.017
6 N 0.650 -1.440 -0.480  C3 1.271, H16 1.025
7 H -0.385 -0.100 2.314  C1 1.092
8 H -0.325 -1.806 1.822  C1 1.082
9 H -1.802 -1.089 2.538  C1 1.082
10 H -1.993 0.313 0.428  C2 1.093
11 H -2.027 -1.400 0.077  C2 1.087
12 H -0.914 1.380 -1.340  C4 1.088
13 H 1.007 1.751 -2.518  N5 1.019
14 H 4.475 7.703 8.015  H17 0.750
15 H 0.982 0.109 -2.941  N5 1.017
16 H 1.470 -1.239 -1.062  N6 1.025
17 H 4.708 6.994 8.097  H14 0.750


Which is the most stable structure? entry ii is the most stable.